DFT (wB97M-V/def2-TZVPD) results for a 2-piece molecular cluster, C4H8NO2 overall.

Each line ends with the natural charge from an NBO analysis.
Atoms and positions in Å:
O 0.50 0.33 1.53  -0.661
C 1.13 0.04 2.52  0.691
O 2.34 -0.47 2.43  -0.633
H 0.75 0.21 3.53  0.133
H 2.64 -0.76 3.31  0.507
C -1.05 -0.50 -1.76  -0.073
C -1.41 -1.57 -1.06  -0.289
C -0.07 1.69 -1.56  0.105
N -0.36 0.55 -1.07  -0.408
H -1.35 -0.22 -2.75  0.230
H -1.13 -1.61 -0.02  0.218
H -1.91 -2.39 -1.53  0.247
H 0.44 2.42 -0.95  0.236
H -0.34 1.90 -2.58  0.219
H -0.17 0.38 -0.07  0.479

Values from the calculation:
- Largest force on an atom: 0.67 eV Å⁻¹
- E_tot: -9855.235 eV
- Charge: +1
- HOMO energy: -14.7632 eV
- LUMO energy: -0.1740 Eh
- Energy relative to the best compared isomer or geometry (same formula, charge and spin): 105.69 kJ/mol
- Orbital gap: 0.36850 Eh

DFT (wB97M-V/def2-TZVPD) results for a 2-piece molecular cluster, C3H7N3 overall at a distorted geometry.

Each line ends with the natural charge from an NBO analysis.
Atoms and positions in Å:
C 2.02 0.01 -0.42  0.809
C -1.92 0.08 0.29  0.465
C -1.93 1.26 0.75  -0.421
N 0.92 0.30 -0.72  -0.504
N 3.15 -0.46 -0.11  -0.771
N -1.95 -1.06 -0.13  -0.622
H -1.19 2.05 0.40  0.298
H -2.74 1.52 1.43  0.346
H 0.15 0.88 -0.61  0.450
H 3.63 -1.21 0.49  0.535
H 3.80 -0.15 -0.84  0.477
H -1.32 -1.80 0.25  0.462
H -2.63 -1.41 -0.79  0.475

Values from the calculation:
- Largest force on an atom: 3.70 eV Å⁻¹
- E_tot: -7673.750 eV
- Charge: +2
- HOMO energy: -20.5241 eV
- LUMO energy: -0.3182 Eh
- Energy relative to the best compared isomer or geometry (same formula, charge and spin): 215.97 kJ/mol
- Orbital gap: 0.43603 Eh

DFT (wB97M-V/def2-TZVPD) results for a 4-piece molecular cluster, C2H11NO3 overall at a distorted geometry.

Each line ends with the natural charge from an NBO analysis.
Atoms and positions in Å:
C 0.29 1.02 -0.91  -0.551
C 0.42 0.78 0.66  -0.246
N 1.58 0.17 1.07  -0.413
H 0.64 2.01 -1.17  0.228
H -0.74 0.87 -1.16  0.266
H 0.96 0.28 -1.35  0.259
H 0.19 1.73 1.16  0.225
H -0.53 0.16 0.92  0.394
H -3.37 -1.77 0.06  0.446
H 2.31 0.80 1.40  0.404
O -2.49 -1.71 -0.32  -1.002
H -2.32 -0.70 -0.17  0.484
H -2.96 0.84 0.90  0.459
O -2.13 0.67 0.43  -0.938
H 1.94 -0.55 0.36  0.439
H 3.55 -1.24 -0.72  0.453
O 2.73 -0.74 -0.88  -0.906

Values from the calculation:
- Largest force on an atom: 2.48 eV Å⁻¹
- E_tot: -9877.334 eV
- Charge: 0
- HOMO energy: -9.4130 eV
- LUMO energy: -0.1734 Eh
- Energy relative to the best compared isomer or geometry (same formula, charge and spin): 758.90 kJ/mol
- Orbital gap: 0.17248 Eh

DFT (wB97M-V/def2-TZVPD) results for C13H17Cl2CoO5 as an isolated structure.

Each line ends with the natural charge from an NBO analysis.
Atoms and positions in Å:
Co -0.51 1.01 0.16  1.300
C -2.73 -1.00 0.41  -0.254
O -2.36 0.29 -0.12  -0.564
C -2.62 0.41 -1.53  -0.102
C -2.31 1.85 -1.90  -0.084
O -1.09 2.24 -1.23  -0.567
C 0.06 2.63 -2.00  -0.096
C 1.04 3.13 -0.96  -0.093
O 1.15 2.14 0.08  -0.567
C 2.45 1.52 0.19  -0.252
H -3.80 -1.15 0.27  0.202
H -2.48 -0.98 1.47  0.228
H -2.16 -1.79 -0.09  0.188
H -3.66 0.18 -1.74  0.216
H -1.97 -0.29 -2.07  0.208
H -3.09 2.52 -1.53  0.218
H -2.21 1.97 -2.98  0.216
H -0.21 3.43 -2.70  0.217
H 0.44 1.77 -2.55  0.213
H 0.65 4.04 -0.49  0.217
H 2.01 3.34 -1.39  0.218
H 3.19 2.29 0.41  0.204
H 2.70 1.00 -0.73  0.188
H 2.39 0.83 1.02  0.220
Cl 2.52 -5.19 2.24  0.039
C 1.76 -3.65 2.01  -0.076
C 1.31 -2.93 3.13  -0.162
C 0.71 -1.71 2.98  -0.139
Cl 0.17 -0.85 4.37  0.051
C 0.50 -1.13 1.71  0.460
O -0.07 0.03 1.65  -0.750
C 0.95 -1.88 0.59  -0.324
C 0.82 -1.43 -0.76  0.433
O 0.30 -0.37 -1.16  -0.697
C 1.58 -3.14 0.76  -0.152
H 1.45 -3.34 4.12  0.255
H 1.22 -2.11 -1.53  0.158
H 1.92 -3.69 -0.11  0.234

Values from the calculation:
- Largest force on an atom: 0.26 eV Å⁻¹
- E_tot: -86659.498 eV
- Charge: +1
- HOMO energy (spin up / spin down): -11.0993 / -11.0814 eV
- LUMO energy (spin up / spin down): -0.1235 / -0.1230 Eh
- Energy relative to the best compared isomer or geometry (same formula, charge and spin): 0.00 kJ/mol
- Orbital gap (spin up / spin down): 0.28443 / 0.28425 Eh
- 2S+1: 2

DFT (wB97M-V/def2-TZVPD) results for C9H18AlBBr2Cl4F5InMgNNaO11S2 as an isolated structure at a distorted geometry.

Each line ends with the Mulliken charge.
Atoms and positions in Å:
N 1.31 -4.72 1.89  -0.507
C 0.79 -4.75 0.85  0.552
O 0.06 -4.78 -0.32  -0.709
In -1.21 -3.13 -0.16  1.266
C -3.13 -3.28 -1.34  -0.594
C -4.43 -2.78 -0.59  -0.663
C -4.27 -1.40 0.18  0.005
S -5.59 -1.16 1.48  1.208
O -6.47 -2.32 1.62  -0.589
O -4.95 -0.93 2.80  -0.606
O -6.38 0.26 1.10  -0.464
C -0.06 -1.20 -0.69  -0.664
C -0.68 -0.06 0.20  0.634
O -0.83 0.04 1.43  0.090
Br -1.40 1.57 -0.72  -0.225
H -1.69 -2.96 1.56  -0.278
H -3.28 -4.39 -1.57  0.413
H -3.06 -2.79 -2.39  -0.481
H -5.29 -2.64 -1.33  0.346
H -4.79 -3.56 0.16  0.353
H -3.30 -1.27 0.73  -0.261
H -4.36 -0.54 -0.56  0.376
H -6.26 0.38 0.13  0.387
H 1.08 -1.31 -0.61  0.032
H -0.31 -0.95 -1.77  0.221
C 4.28 -1.37 0.09  -0.901
S 3.70 0.24 -0.46  0.570
O 2.74 0.01 -1.59  -0.627
C 5.26 0.76 -1.18  -0.971
H 3.44 -1.90 0.55  0.276
H 4.65 -1.95 -0.76  0.305
H 5.07 -1.24 0.83  0.413
H 5.57 0.05 -1.96  0.272
H 6.02 0.82 -0.40  0.396
H 5.13 1.75 -1.63  0.356
Al -2.28 3.80 -0.26  0.475
O 0.16 7.84 0.60  -0.652
Cl 0.41 6.62 1.33  1.643
O 1.80 6.50 1.62  -0.531
O -0.01 5.47 0.48  -0.656
O -0.36 6.60 2.53  -0.534
Br -0.53 -0.98 2.94  0.295
Na -2.91 -1.52 -3.66  0.941
B 1.30 7.03 5.57  0.623
F 1.54 5.68 5.19  -0.410
F -0.05 7.15 6.05  -0.424
F 2.20 7.41 6.60  -0.392
F 1.47 7.89 4.44  -0.403
Mg -0.17 3.00 1.71  1.164
C 1.05 -3.94 -5.97  0.019
Cl 0.88 -3.62 -7.69  -0.099
Cl 1.95 -2.64 -5.17  -0.074
Cl -0.54 -4.15 -5.21  -0.143
H 1.61 -4.87 -5.84  0.310
O 7.19 -1.32 -1.75  -0.631
H 7.32 -2.10 -2.28  0.238
F 0.60 1.65 3.18  -0.690

Values from the calculation:
- Largest force on an atom: 5.83 eV Å⁻¹
- E_tot: -281358.378 eV
- Charge: 0
- HOMO energy: -7.8945 eV
- LUMO energy: -0.2313 Eh
- Orbital gap: 0.05882 Eh

DFT (wB97M-V/def2-TZVPD) results for a 6-piece molecular cluster, C20H54N2O9 overall at a distorted geometry.

Each line ends with the Mulliken charge.
Atoms and positions in Å:
C -2.55 4.33 -6.06  -0.653
O -2.71 3.68 -4.80  -0.424
C -1.93 2.53 -4.63  -0.636
C -0.43 2.87 -4.48  -0.922
N 0.23 1.95 -3.59  -0.231
C 1.65 2.09 -3.86  -1.385
C 2.46 1.45 -2.75  0.259
O 3.69 1.36 -2.95  -0.488
C 4.17 0.28 -3.75  -0.275
H -3.34 5.05 -6.19  0.251
H -2.53 3.77 -6.98  0.275
H -1.61 4.82 -5.76  0.271
H -2.21 1.81 -5.45  0.329
H -2.36 2.06 -3.81  0.431
H -0.23 3.87 -4.13  0.434
H 0.13 2.90 -5.34  0.662
H 0.00 0.98 -3.95  0.212
H 1.89 3.08 -3.85  0.497
H 2.07 1.57 -4.68  0.478
H 2.12 0.46 -2.60  0.212
H 2.27 2.08 -1.81  0.223
H 5.18 0.17 -3.74  0.396
H 3.82 0.41 -4.78  0.296
H 3.87 -0.73 -3.32  -0.166
C 0.03 0.13 5.56  -0.892
O -0.53 -0.05 4.31  -0.202
C -0.60 -1.43 3.84  0.629
C -1.74 -2.19 4.60  -1.250
N -2.16 -3.32 3.82  -0.204
C -3.29 -2.99 2.93  -0.911
C -3.04 -2.53 1.48  -0.468
O -3.95 -2.46 0.62  -0.427
C -4.54 -3.67 0.18  -0.797
H -0.06 1.21 5.78  0.277
H 1.10 -0.07 5.61  0.324
H -0.47 -0.38 6.40  0.340
H 0.32 -1.98 3.60  0.280
H -0.93 -1.35 2.80  -0.521
H -2.53 -1.50 4.82  0.356
H -1.50 -2.62 5.51  0.545
H -1.41 -3.97 3.53  0.253
H -4.07 -2.42 3.40  0.331
H -3.87 -3.86 2.75  0.549
H -2.24 -3.19 1.07  0.390
H -2.83 -1.56 1.59  0.511
H -5.64 -3.64 0.13  0.263
H -4.30 -4.53 0.80  0.387
H -4.14 -3.95 -0.82  0.265
O 0.32 2.47 1.65  -0.553
C 0.62 3.11 2.87  0.008
C 0.22 4.48 2.66  -0.717
O -1.21 4.55 2.44  -0.477
H 1.00 1.83 1.43  -0.034
H -0.12 2.79 3.65  0.007
H 1.61 2.84 3.14  0.406
H 0.65 4.96 1.84  0.311
H 0.39 5.05 3.55  0.430
H -1.52 5.28 2.91  0.273
C -0.53 -1.52 -0.32  0.012
C -0.67 -0.14 -0.57  0.900
O -1.89 0.45 -0.15  -0.589
H -1.42 -2.05 -0.78  0.293
H -0.53 -1.92 0.74  -0.237
H 0.30 -1.93 -0.88  0.322
H -0.44 0.22 -1.57  -0.312
H 0.09 0.33 0.03  -0.593
H -2.48 -0.08 -0.73  0.467
C 1.80 -3.77 0.42  -0.501
C 2.57 -3.75 -0.83  -0.561
O 2.57 -2.44 -1.39  -0.328
H 2.10 -4.78 0.82  0.431
H 0.75 -3.79 0.17  0.206
H 2.16 -3.02 1.13  -0.093
H 2.16 -4.37 -1.61  0.361
H 3.59 -4.13 -0.68  0.395
H 2.87 -2.53 -2.27  0.130
C 2.34 -0.17 2.19  -0.847
C 2.81 0.04 0.80  0.071
O 2.66 1.42 0.50  -0.679
H 1.29 -0.09 2.30  -0.126
H 2.87 0.50 2.87  0.319
H 2.60 -1.24 2.40  0.429
H 2.29 -0.44 -0.08  -0.077
H 3.84 -0.18 0.72  0.606
H 3.04 1.51 -0.39  0.271

Values from the calculation:
- SMILES: COCCNCCOC.COCCNCCOC.OCCO.CCO.CCO.CCO
- Largest force on an atom: 10.09 eV Å⁻¹
- E_tot: -43012.812 eV
- Charge: 0
- HOMO energy: -8.0028 eV
- LUMO energy: 0.0118 Eh
- Energy relative to the best compared isomer or geometry (same formula, charge and spin): 184.07 kJ/mol
- Orbital gap: 0.30585 Eh